<1>
{"formula": "C4H8FN", "method": "ωB97M-V with the def2-TZVPD basis set", "symbols": ["C", "C", "C", "C", "N", "F", "H", "H", "H", "H", "H", "H", "H", "H"], "positions_angstrom": [[1.077, 0.902, -0.314], [0.490, -0.240, 0.016], [1.245, -1.545, -0.105], [-3.025, 0.121, -0.639], [-2.877, 1.128, 0.182], [-3.618, -0.964, 0.078], [0.602, 1.790, -0.359], [2.148, 1.079, -0.466], [2.300, -1.483, -0.082], [0.813, -2.113, 0.764], [1.132, -2.172, -0.926], [-0.487, -0.203, 0.361], [-2.318, 1.811, -0.329], [-3.153, 1.041, 1.115]], "homo_lumo_gap_ev": 10.4, "e_homo_ev": -9.5}

=====

<2>
{"formula": "C4H8FN", "method": "ωB97M-V with the def2-TZVPD basis set", "symbols": ["C", "C", "C", "C", "H", "H", "H", "H", "H", "H", "H", "H", "N", "F"], "positions_angstrom": [[1.770, -0.029, -0.364], [-0.462, 1.012, 0.036], [-1.576, -0.029, 0.282], [-0.380, -1.006, 0.079], [1.914, -0.050, 0.710], [2.137, 0.951, -0.762], [2.102, -0.979, -0.838], [-0.686, 1.824, -0.633], [-0.050, 1.516, 0.943], [-2.143, -0.071, 1.255], [-0.571, -1.990, -0.413], [-0.021, -1.059, 1.098], [0.413, -0.036, -0.626], [-2.448, -0.053, -0.766]], "homo_lumo_gap_ev": 10.0, "e_homo_ev": -8.9}

=====

Order of stability, best first: <2>, <1>

=====

<1>
{"formula": "CH3IN4", "method": "ωB97M-V with the def2-TZVPD basis set", "symbols": ["I", "C", "N", "N", "N", "N", "H", "H", "H"], "positions_angstrom": [[-2.704, 0.525, 0.075], [-0.678, 0.027, -0.735], [-0.346, -1.322, -0.396], [0.637, -1.376, 0.417], [1.074, -0.226, 0.773], [0.431, 0.813, 0.061], [-0.554, 0.153, -1.736], [2.071, -0.251, 1.055], [0.069, 1.657, 0.486]], "homo_lumo_gap_ev": 8.6, "e_homo_ev": -8.7, "smiles": "I[C@@H]1N=NNN1"}

=====

<2>
{"formula": "CH3IN4", "method": "ωB97M-V with the def2-TZVPD basis set", "symbols": ["C", "N", "N", "N", "N", "I", "H", "H", "H"], "positions_angstrom": [[0.642, -1.314, 0.306], [0.453, 2.604, -0.158], [0.001, 3.288, 0.574], [0.122, -0.376, -0.429], [-1.079, -0.011, -0.713], [-2.622, -1.039, 0.126], [0.000, -1.997, 0.827], [1.707, -1.408, 0.371], [0.776, 0.254, -0.903]], "homo_lumo_gap_ev": 8.4, "e_homo_ev": -8.0}

=====

Order of stability, best first: <2>, <1>

=====

<1>
{"formula": "C3H7N2OS", "method": "ωB97M-V with the def2-TZVPD basis set", "symbols": ["N", "C", "N", "C", "C", "S", "O", "H", "H", "H", "H", "H", "H", "H"], "positions_angstrom": [[-1.299, -1.345, 2.499], [-1.083, -0.508, 1.569], [-0.654, 0.295, 0.863], [-0.087, 1.027, -0.222], [0.057, 0.152, -1.472], [0.799, 1.060, -2.808], [2.130, 1.422, -1.775], [-2.126, -1.819, 2.893], [-0.594, -1.539, 3.141], [0.886, 1.338, 0.182], [-0.699, 2.084, -0.265], [0.810, -0.541, -1.149], [-0.971, -0.280, -1.817], [2.913, 1.641, -2.303]], "homo_lumo_gap_ev": 8.2, "e_homo_ev": -12.1, "charge": 1, "smiles": "[NH2+]=C=NCCSO"}

=====

<2>
{"formula": "C3H7N2OS", "method": "ωB97M-V with the def2-TZVPD basis set", "symbols": ["N", "C", "O", "N", "C", "C", "S", "H", "H", "H", "H", "H", "H", "H"], "positions_angstrom": [[1.122, 0.793, -1.013], [0.381, 0.677, 0.160], [1.043, 1.047, 1.349], [0.251, -0.830, 0.410], [-1.047, -1.374, 0.128], [-1.913, -0.370, -0.186], [-1.337, 1.255, 0.075], [0.654, 1.118, -1.835], [2.086, 0.765, -1.202], [1.404, 1.976, 1.184], [0.596, -0.962, 1.468], [0.891, -1.140, -0.225], [-1.167, -2.431, 0.057], [-2.964, -0.524, -0.368]], "homo_lumo_gap_ev": 10.2, "e_homo_ev": -13.5, "charge": 1, "smiles": "N[C@]1(O)[NH2+]C=CS1"}

=====

Order of stability, best first: <2>, <1>

=====

<1>
{"formula": "C5H14S", "method": "ωB97M-V with the def2-TZVPD basis set", "symbols": ["C", "C", "S", "C", "H", "H", "H", "H", "H", "H", "H", "H", "C", "C", "H", "H", "H", "H", "H", "H"], "positions_angstrom": [[0.513, -1.896, -1.498], [0.156, -0.426, -1.323], [-1.393, -0.201, -0.407], [-2.519, 0.818, -1.378], [0.303, -2.481, -0.600], [1.595, -2.005, -1.609], [-0.014, -2.313, -2.353], [0.930, 0.156, -0.835], [0.045, 0.039, -2.304], [-2.868, 0.311, -2.277], [-3.341, 0.879, -0.661], [-2.233, 1.831, -1.660], [2.127, 1.581, 2.195], [2.238, 0.126, 2.745], [2.364, 2.248, 3.025], [2.723, 1.668, 1.290], [1.106, 1.915, 1.976], [2.272, -0.658, 1.996], [1.412, 0.006, 3.440], [3.215, 0.164, 3.224]], "homo_lumo_gap_ev": 9.4, "e_homo_ev": -8.4, "smiles": "CCSC.CC"}

=====

<2>
{"formula": "C5H14S", "method": "ωB97M-V with the def2-TZVPD basis set", "symbols": ["C", "C", "C", "H", "H", "H", "H", "H", "H", "H", "H", "C", "S", "C", "H", "H", "H", "H", "H", "H"], "positions_angstrom": [[1.226, 0.464, -1.897], [1.847, 0.113, -0.496], [1.828, 1.293, 0.369], [0.235, 0.853, -1.678], [1.381, -0.215, -2.732], [1.716, 1.326, -2.349], [1.317, -0.839, -0.093], [2.846, -0.290, -0.706], [1.660, 0.993, 1.428], [2.800, 1.887, 0.358], [1.169, 2.160, 0.163], [-1.895, -0.827, 2.243], [-3.069, -1.270, 1.002], [-2.151, -0.911, -0.511], [-1.432, 0.092, 1.914], [-2.490, -0.772, 3.165], [-1.269, -1.708, 2.423], [-1.335, -0.228, -0.240], [-2.770, -0.399, -1.234], [-1.614, -1.723, -1.130]], "homo_lumo_gap_ev": 9.4, "e_homo_ev": -8.4, "smiles": "CCC.CSC"}

=====

<3>
{"formula": "C5H14S", "method": "ωB97M-V with the def2-TZVPD basis set", "symbols": ["C", "C", "C", "H", "H", "H", "H", "H", "H", "H", "H", "C", "S", "C", "H", "H", "H", "H", "H", "H"], "positions_angstrom": [[-1.539, -1.030, -0.443], [-2.268, -2.045, -1.367], [-1.946, -3.499, -1.041], [-1.436, -1.494, 0.535], [-2.097, -0.104, -0.349], [-0.603, -1.015, -1.001], [-3.363, -1.991, -1.378], [-2.057, -1.801, -2.413], [-2.733, -4.182, -1.351], [-1.017, -3.866, -1.491], [-1.723, -3.554, 0.029], [1.636, 0.253, 1.100], [1.626, 2.098, 1.169], [0.932, 2.540, -0.487], [0.710, 0.013, 0.580], [2.590, -0.001, 0.665], [1.463, -0.011, 2.139], [0.529, 3.532, -0.286], [0.161, 1.889, -0.880], [1.760, 2.694, -1.172]], "homo_lumo_gap_ev": 9.4, "e_homo_ev": -8.4, "smiles": "CCC.CSC"}

=====

Order of stability, best first: <1>, <3>, <2>